(1)
{"formula": "H2N2O3", "method": "the ωB97M-V functional and the def2-TZVPD basis", "total_energy_ev": -9144.61066, "e_above_lowest_ev": 5.628, "homo_lumo_gap_ev": [8.7, 10.0], "mol_weight_g_mol": 78.0, "spin_multiplicity": 1, "lumo_energy_ev": [-1.99, -0.95], "elements": ["N", "N", "O", "O", "O", "H", "H"], "xyz": [[0.620, -0.444, -0.672], [-0.485, -0.065, 0.103], [0.021, -1.377, 0.280], [1.751, 0.007, -0.444], [-1.676, -0.017, -0.515], [1.755, 0.874, 1.176], [-1.812, -0.776, -1.118]], "forces_ev_per_a": [[-0.7, -0.5, -1.3], [0.2, 1.2, 1.0], [0.1, -0.8, 0.3], [0.6, 1.2, 2.0], [-0.6, -0.2, -0.5], [-0.1, -1.0, -1.6], [0.5, 0.1, 0.2]]}

=====

(2)
{"formula": "C16H23NO4S", "method": "the ωB97M-V functional and the def2-TZVPD basis", "total_energy_ev": -37480.98453, "e_above_lowest_ev": 0.451, "homo_lumo_gap_ev": 9.7, "mol_weight_g_mol": 325.4, "smiles": "Cc1ccc(CS(=O)(=O)CCC(=O)NC[C@@H]2CCCO2)cc1", "spin_multiplicity": 1, "lumo_energy_ev": 0.52, "elements": ["C", "C", "C", "C", "C", "C", "S", "O", "O", "C", "C", "C", "O", "N", "C", "C", "C", "C", "C", "O", "C", "C", "H", "H", "H", "H", "H", "H", "H", "H", "H", "H", "H", "H", "H", "H", "H", "H", "H", "H", "H", "H", "H", "H", "H"], "xyz": [[2.671, 4.124, 0.320], [1.617, 3.317, 1.011], [0.392, 3.074, 0.396], [-0.577, 2.312, 1.018], [-0.343, 1.762, 2.275], [-1.356, 0.872, 2.896], [-1.313, -0.755, 2.044], [-2.097, -1.679, 2.816], [-1.706, -0.553, 0.669], [0.432, -1.306, 2.084], [1.205, -0.854, 0.857], [1.278, -1.917, -0.245], [2.339, -2.253, -0.734], [0.089, -2.437, -0.587], [-0.056, -3.376, -1.672], [-0.877, -2.779, -2.827], [-0.348, -1.413, -3.300], [-1.334, -0.421, -2.684], [-2.616, -1.250, -2.626], [-2.212, -2.583, -2.383], [0.877, 2.006, 2.894], [1.841, 2.777, 2.271], [3.236, 3.487, -0.361], [2.225, 4.925, -0.265], [3.367, 4.552, 1.037], [0.198, 3.490, -0.582], [-1.518, 2.122, 0.525], [-2.376, 1.223, 2.757], [-1.169, 0.663, 3.946], [0.387, -2.389, 2.174], [0.838, -0.890, 3.001], [2.232, -0.598, 1.123], [0.733, 0.036, 0.435], [-0.766, -2.013, -0.246], [0.945, -3.643, -2.017], [-0.574, -4.269, -1.311], [-0.882, -3.511, -3.648], [-0.381, -1.355, -4.388], [0.677, -1.250, -2.973], [-1.035, -0.143, -1.674], [-1.454, 0.481, -3.281], [-3.160, -1.197, -3.581], [-3.281, -0.951, -1.814], [1.070, 1.602, 3.878], [2.781, 2.961, 2.770]], "forces_ev_per_a": [[0.0, 0.0, 0.0], [0.0, 0.0, 0.1], [0.0, 0.0, 0.1], [0.0, 0.1, 0.1], [0.3, 0.4, -0.1], [0.2, -0.9, -0.5], [-0.1, -0.2, 0.8], [0.1, -0.1, 0.3], [0.1, 0.3, -0.3], [-0.7, 0.5, 0.0], [0.3, 0.0, -0.3], [0.0, 0.4, 0.5], [0.3, 0.0, -0.1], [-0.5, -0.2, -0.2], [-0.2, -0.1, -0.4], [0.6, -0.4, 0.0], [-0.2, -0.1, 0.0], [-0.1, -0.2, 0.0], [-0.2, 0.4, -0.1], [0.1, -0.1, 0.2], [-0.2, 0.0, 0.0], [0.0, 0.0, -0.1], [0.1, 0.0, -0.1], [0.0, 0.1, 0.0], [0.1, 0.1, 0.0], [0.0, 0.1, -0.1], [-0.1, 0.0, -0.1], [-0.1, -0.1, 0.0], [0.0, 0.0, 0.1], [-0.2, 0.0, 0.1], [0.1, 0.0, 0.1], [-0.1, -0.1, 0.0], [0.1, 0.0, 0.0], [0.2, 0.0, 0.0], [-0.1, 0.0, 0.0], [0.1, 0.0, -0.1], [0.0, 0.1, 0.1], [0.0, 0.0, 0.0], [0.1, 0.0, 0.0], [0.0, 0.1, 0.0], [0.0, 0.1, 0.0], [0.0, 0.0, 0.1], [0.0, 0.0, -0.1], [0.0, -0.1, 0.1], [0.1, 0.0, 0.0]]}

=====

(3)
{"formula": "CI3P", "method": "the ωB97M-V functional and the def2-TZVPD basis", "total_energy_ev": -34624.58711, "e_above_lowest_ev": 2.359, "homo_lumo_gap_ev": [7.3, 5.7], "mol_weight_g_mol": 423.7, "spin_multiplicity": 1, "lumo_energy_ev": [-1.67, -2.92], "elements": ["C", "P", "I", "I", "I"], "xyz": [[-0.253, 0.180, 0.787], [-0.143, -1.490, 1.215], [0.543, 1.369, 2.318], [-0.717, 1.145, -0.996], [0.570, -1.204, -3.323]], "forces_ev_per_a": [[0.6, -2.5, 0.9], [-0.5, 2.3, -1.1], [-0.1, 0.4, 0.1], [-0.1, -0.3, 0.1], [0.0, 0.0, 0.1]]}

=====

(4)
{"formula": "C30H43NOPReS4SbTe", "method": "the ωB97M-V functional and the def2-TZVPD basis", "total_energy_ev": -103933.33552, "e_above_lowest_ev": 0.000, "homo_lumo_gap_ev": [5.4, 5.3], "mol_weight_g_mol": 1028.5, "spin_multiplicity": 1, "lumo_energy_ev": [-4.73, -4.74], "total_charge": 1, "elements": ["Re", "S", "Sb", "S", "S", "S", "C", "C", "C", "C", "C", "C", "N", "C", "C", "C", "C", "C", "C", "H", "H", "H", "H", "H", "H", "H", "H", "H", "H", "O", "P", "C", "C", "C", "C", "C", "C", "C", "C", "C", "C", "C", "C", "C", "C", "C", "C", "C", "C", "H", "H", "H", "H", "H", "H", "H", "H", "H", "H", "H", "H", "H", "H", "H", "H", "H", "H", "H", "H", "H", "H", "H", "H", "H", "H", "H", "H", "H", "H", "H", "H", "H", "Te"], "xyz": [[-1.261, -0.801, 1.012], [-3.872, 1.644, 0.510], [-2.631, 2.693, 2.476], [-1.352, 0.202, 2.883], [-2.261, 0.734, -0.342], [-4.117, 2.615, 4.089], [-2.804, -6.173, 0.920], [-3.750, -5.483, 1.736], [-3.867, -4.126, 1.753], [-2.963, -3.331, 0.998], [-2.015, -4.007, 0.133], [-1.987, -5.461, 0.121], [-2.946, -1.984, 1.071], [-4.267, -1.454, 1.356], [-4.616, -1.008, 2.619], [-5.910, -0.566, 2.848], [-6.841, -0.561, 1.819], [-6.484, -1.016, 0.558], [-5.197, -1.474, 0.327], [-2.773, -7.253, 0.932], [-4.400, -6.066, 2.378], [-4.593, -3.642, 2.388], [-1.911, -3.544, -0.842], [-1.295, -5.945, -0.557], [-3.889, -1.001, 3.420], [-6.183, -0.211, 3.832], [-7.846, -0.203, 2.002], [-7.208, -1.013, -0.246], [-4.902, -1.829, -0.654], [0.524, -0.118, 0.295], [1.699, 0.548, -0.440], [1.819, -0.223, -2.102], [2.743, 0.477, -3.113], [2.029, 1.568, -3.907], [0.843, 0.978, -4.662], [-0.155, 0.350, -3.697], [0.505, -0.671, -2.775], [3.244, 0.111, 0.424], [3.377, 0.875, 1.758], [4.503, 0.267, 2.589], [4.141, -1.149, 3.054], [3.129, -1.796, 2.106], [3.392, -1.419, 0.651], [1.628, 2.357, -0.289], [2.942, 3.029, -0.768], [2.815, 4.543, -1.031], [1.548, 5.139, -0.435], [0.355, 4.459, -1.093], [0.291, 2.962, -0.758], [2.318, -1.150, -1.803], [3.081, -0.289, -3.818], [3.650, 0.848, -2.630], [2.731, 2.035, -4.600], [1.675, 2.361, -3.241], [1.210, 0.217, -5.359], [0.352, 1.742, -5.266], [-0.957, -0.145, -4.247], [-0.643, 1.130, -3.114], [0.769, -1.548, -3.375], [-0.204, -1.028, -2.026], [4.050, 0.451, -0.237], [2.436, 0.830, 2.318], [3.583, 1.930, 1.572], [4.726, 0.905, 3.443], [5.410, 0.246, 1.978], [3.724, -1.120, 4.063], [5.042, -1.764, 3.109], [2.120, -1.463, 2.380], [3.148, -2.880, 2.218], [2.722, -1.991, 0.006], [4.405, -1.722, 0.380], [1.626, 2.450, 0.805], [3.343, 2.545, -1.655], [3.689, 2.872, 0.012], [2.791, 4.725, -2.109], [3.706, 5.045, -0.655], [1.521, 6.214, -0.617], [1.522, 5.005, 0.652], [0.446, 4.595, -2.175], [-0.586, 4.928, -0.804], [-0.118, 2.417, -1.601], [-0.418, 2.810, 0.054], [-0.101, -3.220, 0.997]], "forces_ev_per_a": [[-0.4, 0.1, 1.2], [-0.5, 0.0, 0.5], [-0.2, 0.3, -0.5], [0.4, -1.0, -0.3], [0.9, 0.0, -0.5], [-0.1, 0.0, 0.0], [0.0, 0.0, -0.1], [0.0, 0.1, 0.0], [-0.1, -0.1, 0.0], [-0.1, 0.1, 0.0], [0.2, 0.0, 0.2], [-0.1, -0.1, 0.0], [-0.1, 0.0, 0.1], [0.0, 0.1, -0.1], [0.0, 0.1, 0.0], [0.1, 0.0, 0.0], [-0.1, 0.0, 0.0], [0.0, 0.0, 0.0], [0.0, 0.0, 0.0], [0.0, 0.0, 0.0], [0.0, 0.0, 0.0], [0.0, 0.0, 0.0], [-0.1, 0.0, 0.0], [0.0, 0.0, 0.0], [0.0, 0.0, 0.0], [0.0, 0.0, 0.0], [0.0, 0.0, 0.0], [0.0, 0.0, 0.0], [0.0, 0.0, 0.0], [0.2, 0.2, -0.3], [0.0, -0.1, 0.1], [0.0, 0.0, 0.0], [0.0, 0.0, 0.0], [0.0, 0.0, 0.0], [0.0, 0.0, 0.0], [0.0, 0.0, 0.0], [0.0, 0.0, 0.0], [-0.1, -0.1, 0.0], [0.0, 0.0, 0.1], [0.0, 0.0, 0.0], [0.0, 0.0, 0.0], [-0.1, 0.0, 0.0], [0.0, 0.0, 0.0], [0.0, 0.0, 0.1], [0.0, 0.0, 0.0], [0.0, 0.0, 0.0], [0.0, 0.0, 0.0], [0.0, 0.0, 0.0], [0.0, 0.1, 0.0], [0.0, 0.0, 0.0], [0.0, 0.0, 0.0], [0.0, 0.0, 0.0], [0.0, 0.0, 0.0], [0.0, 0.0, 0.0], [0.0, 0.0, 0.0], [0.0, 0.0, 0.0], [0.0, 0.0, 0.0], [0.0, 0.1, 0.1], [0.0, 0.0, 0.0], [0.0, 0.0, 0.1], [0.0, 0.0, 0.0], [0.0, 0.0, 0.0], [0.0, -0.1, 0.1], [0.0, 0.0, 0.0], [0.0, 0.0, 0.0], [0.0, 0.0, 0.0], [0.0, 0.0, 0.0], [0.0, -0.1, 0.0], [0.0, 0.0, 0.0], [0.0, 0.0, 0.0], [0.0, 0.0, 0.0], [0.0, 0.0, 0.0], [-0.1, 0.0, -0.1], [0.0, 0.0, -0.2], [0.0, 0.0, 0.0], [0.0, 0.0, 0.0], [0.0, 0.0, 0.0], [0.0, 0.0, 0.0], [0.0, 0.0, 0.0], [0.0, 0.0, 0.0], [-0.1, -0.1, -0.2], [0.0, 0.0, 0.0], [0.0, 0.4, -0.2]]}

=====

(5)
{"formula": "C3H6N4O2S", "method": "the ωB97M-V functional and the def2-TZVPD basis", "total_energy_ev": -24096.62957, "e_above_lowest_ev": 0.799, "homo_lumo_gap_ev": 9.5, "mol_weight_g_mol": 162.2, "smiles": "CS(=O)(=O)n1cnnc1N", "spin_multiplicity": 1, "lumo_energy_ev": 0.47, "elements": ["C", "S", "O", "O", "N", "C", "N", "N", "C", "N", "H", "H", "H", "H", "H", "H"], "xyz": [[2.188, -0.803, 0.010], [0.825, 0.251, 0.607], [1.189, 1.580, 0.262], [0.400, -0.224, 1.883], [-0.329, -0.183, -0.447], [-0.912, -1.479, -0.452], [-2.157, -1.382, -0.300], [-2.521, -0.083, -0.152], [-1.448, 0.660, -0.287], [-1.475, 1.996, -0.215], [1.855, -1.746, 0.342], [2.576, -0.650, -1.082], [3.118, -0.416, 0.555], [-0.402, -2.434, -0.659], [-0.579, 2.559, -0.369], [-2.328, 2.354, 0.303]], "forces_ev_per_a": [[2.0, 2.7, -0.4], [3.0, -1.9, -1.0], [0.0, 1.2, 0.6], [0.4, 0.7, 0.4], [-1.0, 0.6, -1.3], [1.2, -0.6, -0.1], [-1.3, -0.8, 0.1], [-0.2, 1.2, -0.4], [-1.4, -1.6, 0.2], [0.5, 2.0, 0.4], [0.3, -1.5, -0.1], [-1.7, -0.5, 1.8], [-1.5, -0.8, -0.1], [0.0, 1.0, 0.2], [-2.2, -1.2, 0.7], [1.9, -0.3, -1.1]]}